Record 1
This record from the Open Molecules 2025 dataset describes a 6-piece molecular cluster, C14H18F4N2O16 overall at a distorted geometry. The level of theory is wB97M-V/def2-TZVPD.

Structure (ORCA input):
```
! RIJCOSX wB97M-V def2-TZVPD def2/J DEFGRID3
* xyz 0 1
O -9.33 -10.19 -5.78
C -10.14 -9.49 -5.11
O -10.92 -9.98 -4.16
C -11.89 -9.04 -3.78
C -11.48 -7.76 -4.54
F -10.90 -6.95 -3.66
O -10.45 -8.24 -5.39
H -12.91 -9.30 -4.07
H -11.79 -8.88 -2.71
H -12.33 -7.29 -5.02
O -11.98 -15.15 -11.39
C -13.15 -15.11 -11.74
O -14.24 -15.57 -11.11
C -15.18 -15.65 -12.07
C -14.95 -14.48 -12.88
F -15.47 -13.37 -12.47
O -13.54 -14.41 -12.73
H -15.03 -16.57 -12.63
H -16.19 -15.61 -11.67
H -15.24 -14.64 -13.92
O -2.15 -9.70 -10.00
C -2.99 -10.58 -9.79
O -3.80 -10.61 -8.70
C -4.60 -11.78 -8.73
C -3.82 -12.57 -9.68
F -4.74 -13.22 -10.34
O -3.25 -11.62 -10.52
H -4.66 -12.11 -7.70
H -5.61 -11.54 -9.07
H -3.12 -13.22 -9.15
O -5.63 -16.01 -5.59
C -6.74 -15.74 -6.08
O -7.20 -16.15 -7.35
C -8.45 -15.46 -7.67
C -8.81 -14.99 -6.25
F -9.42 -16.01 -5.60
O -7.60 -14.84 -5.59
H -8.29 -14.58 -8.30
H -9.13 -16.18 -8.12
H -9.45 -14.11 -6.26
C -14.16 -17.65 -6.06
N -14.20 -17.58 -4.58
O -14.98 -18.29 -3.94
O -13.59 -16.65 -4.10
H -13.22 -17.26 -6.44
H -15.03 -17.07 -6.34
H -14.41 -18.69 -6.27
C -8.45 -19.05 -10.57
N -8.63 -20.43 -11.09
O -8.02 -21.29 -10.52
O -9.23 -20.63 -12.16
H -7.68 -18.47 -11.07
H -8.29 -19.14 -9.50
H -9.40 -18.55 -10.75
*
```

Computed properties:
Relative energy (zero: lowest compared OMol25 entry of this formula, charge and spin): 2.860 eV
Calculated total energy: -61412.077 eV
Structure (SMILES): O=C1OC[C@@H](F)O1.O=C1OC[C@@H](F)O1.O=C1OC[C@@H](F)O1.O=C1OC[C@@H](F)O1.C[N+](=O)[O-].C[N+](=O)[O-]
Highest occupied orbital energy: -11.05 eV
LUMO level: -0.00499 hartree

Record 2
This record from the Open Molecules 2025 dataset describes a 6-piece molecular cluster, C14H18F4N2O16 overall at a distorted geometry. The level of theory is wB97M-V/def2-TZVPD.

Structure (ORCA input):
```
! RIJCOSX wB97M-V def2-TZVPD def2/J DEFGRID3
* xyz 0 1
O -7.05 -0.21 5.14
C -5.89 0.18 5.19
O -5.26 1.14 4.57
C -3.97 1.36 5.06
C -3.67 0.11 5.89
F -3.27 0.53 7.08
O -5.05 -0.33 6.05
H -3.32 1.53 4.20
H -3.85 2.31 5.58
H -2.99 -0.63 5.47
O 1.58 3.36 -2.20
C 2.43 3.27 -1.33
O 2.15 3.08 -0.06
C 3.32 2.77 0.65
C 4.26 2.47 -0.44
F 4.23 1.19 -0.67
O 3.80 3.20 -1.55
H 3.70 3.66 1.15
H 3.30 2.07 1.49
H 5.26 2.79 -0.18
O -4.46 1.97 -2.28
C -3.50 1.56 -2.90
O -2.29 2.17 -2.78
C -1.32 1.62 -3.63
C -2.04 0.35 -4.04
F -1.35 -0.67 -3.45
O -3.33 0.48 -3.62
H -0.85 2.23 -4.40
H -0.44 1.45 -3.01
H -2.08 0.24 -5.12
O -1.24 -0.71 3.04
C -0.50 -0.63 2.03
O -0.91 -0.51 0.77
C 0.15 -0.03 -0.01
C 1.24 -0.88 0.58
F 2.49 -0.45 0.66
O 0.84 -0.87 1.95
H -0.15 -0.10 -1.05
H 0.15 1.03 0.27
H 1.23 -1.90 0.20
C 3.90 0.49 -4.07
N 2.46 0.03 -3.96
O 2.07 -0.70 -4.89
O 1.86 0.26 -2.91
H 4.17 0.84 -5.07
H 4.52 -0.40 -3.93
H 4.04 1.36 -3.44
C 0.98 -6.48 0.92
N 0.63 -5.31 0.13
O -0.08 -5.45 -0.78
O 1.17 -4.27 0.52
H 1.72 -7.14 0.47
H 0.12 -7.12 0.75
H 1.11 -6.27 1.98
*
```

Computed properties:
Relative energy (zero: lowest compared OMol25 entry of this formula, charge and spin): 2.678 eV
Calculated total energy: -61412.259 eV
Structure (SMILES): O=C1OC[C@@H](F)O1.O=C1OC[C@@H](F)O1.O=C1OC[C@@H](F)O1.O=C1OC[C@@H](F)O1.C[N+](=O)[O-].C[N+](=O)[O-]
Highest occupied orbital energy: -10.55 eV
LUMO level: -0.01432 hartree

Record 3
This record from the Open Molecules 2025 dataset describes C14H18F6IrN4O7S2 as an isolated structure at a distorted geometry. The level of theory is wB97M-V/def2-TZVPD.

Structure (ORCA input):
```
! RIJCOSX wB97M-V def2-TZVPD def2/J DEFGRID3
* xyz 1 1
Ir -0.60 0.12 0.28
O 1.25 -0.11 1.15
C 2.47 0.60 0.69
C 3.17 -0.13 -0.44
C 2.19 -0.60 -1.50
C 1.37 0.49 -2.10
C 1.81 1.15 -3.24
C 1.02 2.12 -3.84
C -0.21 2.41 -3.27
C -0.57 1.76 -2.12
N 0.21 0.84 -1.53
H 1.46 -1.05 1.22
H 3.13 0.72 1.55
H 2.11 1.59 0.39
H 3.69 -1.01 -0.05
H 3.94 0.53 -0.84
H 1.54 -1.36 -1.08
H 2.73 -1.10 -2.31
H 2.76 0.86 -3.67
H 1.35 2.61 -4.74
H -0.88 3.14 -3.71
H -1.51 1.97 -1.64
F -0.97 -4.68 0.08
C -1.48 -3.93 1.04
F -1.93 -4.70 2.01
F -0.52 -3.14 1.54
S -2.90 -2.90 0.38
O -2.68 -1.56 0.90
O -4.08 -3.59 0.75
N -2.70 -2.87 -1.19
S -1.70 -1.81 -1.74
O -2.20 -0.44 -1.82
O -0.39 -1.85 -1.07
C -1.46 -2.39 -3.47
F -2.62 -2.38 -4.10
F -0.94 -3.60 -3.47
F -0.62 -1.54 -4.04
C -0.56 1.19 4.51
C -0.58 1.12 3.03
N -1.11 0.17 2.36
O -1.64 -0.84 3.12
C -0.04 2.19 2.22
C 0.49 3.46 2.79
N -0.08 2.00 0.92
O 0.30 2.84 0.09
H -0.70 0.21 4.95
H -1.37 1.84 4.86
H 0.38 1.63 4.85
H -2.19 -1.33 2.48
H -0.19 3.86 3.54
H 0.62 4.19 2.00
H 1.46 3.29 3.28
*
```

Computed properties:
Relative energy (zero: lowest compared OMol25 entry of this formula, charge and spin): 1.854 eV
Calculated total energy: -75905.826 eV
Highest occupied orbital energy: -11.87 eV
LUMO level: -0.18854 hartree

Record 4
This record from the Open Molecules 2025 dataset describes C14H18IrN2O5 as an isolated structure. The level of theory is wB97M-V/def2-TZVPD.

Structure (ORCA input):
```
! RIJCOSX wB97M-V def2-TZVPD def2/J DEFGRID3
* xyz 1 5
Ir -0.69 0.84 -0.73
O -3.03 3.09 1.99
C -2.62 2.20 1.31
O -1.45 1.77 1.06
C -3.83 1.38 0.52
C -3.49 -0.10 0.44
C -4.75 -0.87 0.03
C -4.91 -0.45 -1.45
C -3.71 0.47 -1.66
O -2.70 -0.15 -0.80
C -3.94 1.79 -0.92
C -2.80 2.87 -1.35
O -3.13 4.02 -1.27
O -1.68 2.34 -1.72
H -4.70 1.61 1.12
H -2.90 -0.51 1.26
H -4.58 -1.93 0.13
H -5.60 -0.60 0.66
H -4.84 -1.31 -2.11
H -5.84 0.07 -1.66
H -3.32 0.55 -2.67
H -4.86 2.30 -1.16
N 1.12 0.03 -0.49
C 2.25 -0.16 -0.28
N 3.49 -0.39 -0.06
C 4.27 -1.34 -0.91
C 4.87 -2.42 -0.04
C 5.67 -1.82 1.12
C 4.81 -0.88 1.95
C 4.21 0.22 1.10
H 5.05 -0.74 -1.39
H 3.61 -1.72 -1.68
H 5.49 -3.07 -0.66
H 4.06 -3.04 0.36
H 6.52 -1.27 0.71
H 6.07 -2.62 1.74
H 5.40 -0.41 2.74
H 4.00 -1.44 2.44
H 4.98 0.87 0.68
H 3.49 0.83 1.64
*
```

Computed properties:
Relative energy (zero: lowest compared OMol25 entry of this formula, charge and spin): 0.522 eV
Calculated total energy: -30856.077 eV
Highest occupied orbital energy (alpha / beta): -12.19 / -12.46 eV
LUMO level (alpha / beta): -0.08800 / -0.25379 hartree

Record 5
This record from the Open Molecules 2025 dataset describes one molecule with the formula C14H18N2O. The level of theory is wB97M-V/def2-TZVPD.

Structure (ORCA input):
```
! RIJCOSX wB97M-V def2-TZVPD def2/J DEFGRID3
* xyz 0 1
C 4.92 0.63 1.84
C 3.67 0.20 1.14
C 3.75 -0.36 -0.14
C 2.62 -0.76 -0.81
C 1.36 -0.62 -0.23
C 0.14 -1.02 -0.86
C -1.06 -0.86 -0.28
C -2.35 -1.24 -0.97
N -2.69 -0.45 -2.14
C -3.07 0.94 -1.97
C -1.92 1.88 -1.57
C -4.23 1.08 -0.99
C -1.17 -0.27 1.05
O -2.21 -0.08 1.66
N 0.03 0.09 1.62
C 1.27 -0.05 1.06
C 2.43 0.35 1.72
H 4.69 1.06 2.81
H 5.58 -0.22 1.98
H 5.45 1.37 1.25
H 4.72 -0.48 -0.60
H 2.69 -1.20 -1.80
H 0.21 -1.46 -1.85
H -3.17 -1.16 -0.25
H -2.29 -2.28 -1.30
H -1.94 -0.51 -2.82
H -3.42 1.25 -2.97
H -2.24 2.92 -1.67
H -1.63 1.71 -0.54
H -1.05 1.72 -2.21
H -4.65 2.08 -1.05
H -5.01 0.36 -1.23
H -3.90 0.91 0.03
H -0.03 0.49 2.55
H 2.34 0.79 2.71
*
```

Computed properties:
Relative energy (zero: lowest compared OMol25 entry of this formula, charge and spin): 0.000 eV
Calculated total energy: -19838.811 eV
Structure (SMILES): Cc1ccc2cc(CNC(C)C)c(=O)[nH]c2c1
Highest occupied orbital energy: -8.21 eV
LUMO level: 0.01099 hartree

Record 6
This record from the Open Molecules 2025 dataset describes one molecule with the formula C14H18N2O2 at a distorted geometry. The level of theory is wB97M-V/def2-TZVPD.

Structure (ORCA input):
```
! RIJCOSX wB97M-V def2-TZVPD def2/J DEFGRID3
* xyz 0 1
C -3.69 -3.86 1.16
C -2.55 -3.79 0.02
C -2.62 -2.34 -0.70
C -1.19 -1.75 -1.07
C -0.28 -2.25 -2.27
C 1.09 -1.58 -2.57
C 1.68 -0.41 -1.67
N 2.96 0.12 -2.06
C 3.33 1.15 -1.14
C 2.52 1.62 0.10
C 3.12 2.77 1.03
O 2.71 4.11 0.70
C 1.28 4.25 0.52
C 0.38 3.84 1.78
N 1.25 1.07 0.46
C 0.82 0.05 -0.47
C -0.60 -0.60 -0.20
O -1.39 -0.13 0.89
H -3.90 -2.81 1.59
H -4.67 -4.24 0.67
H -3.36 -4.53 2.03
H -1.50 -3.97 0.46
H -2.80 -4.58 -0.79
H -3.19 -2.49 -1.70
H -3.23 -1.57 -0.10
H -0.70 -3.11 -2.90
H 1.73 -1.97 -3.45
H 4.33 1.69 -1.35
H 4.27 2.73 0.89
H 2.94 2.59 2.15
H 0.87 3.73 -0.44
H 1.08 5.38 0.34
H 0.85 3.10 2.51
H 0.03 4.74 2.42
H -0.60 3.35 1.38
H -0.96 -0.30 1.76
*
```

Computed properties:
Relative energy (zero: lowest compared OMol25 entry of this formula, charge and spin): 8.781 eV
Calculated total energy: -21878.090 eV
Structure (SMILES): CCCc1ccc2ncc(COCC)nc2c1O
Highest occupied orbital energy: -8.29 eV
LUMO level: -0.03272 hartree